Entry i
{
  "formula": "C3H6NPS",
  "method": "ωB97M-V/def2-TZVPD",
  "multiplicity": 1,
  "e_homo_ev": -9.4990,
  "species": ["C", "C", "S", "C", "N", "H", "H", "H", "P", "H", "H", "H"],
  "xyz": [[-1.013, 0.160, 0.450], [-0.613, 1.455, 0.354], [0.279, 1.891, 1.795], [0.170, 0.199, 2.279], [-0.590, -0.492, 1.514], [-1.615, -0.290, -0.312], [-0.929, 2.250, -0.334], [0.677, -0.054, 3.155], [1.417, -1.389, -2.563], [1.247, -1.501, -1.206], [0.164, -2.014, -2.897], [0.805, -0.214, -2.236]]
}

Entry ii
{
  "formula": "C3H6NPS",
  "method": "ωB97M-V/def2-TZVPD",
  "multiplicity": 1,
  "e_homo_ev": [-8.6025, -7.9364],
  "species": ["C", "C", "C", "N", "P", "S", "H", "H", "H", "H", "H", "H"],
  "xyz": [[-1.171, -0.516, -0.228], [-1.616, 0.902, -0.074], [0.759, 0.296, 0.220], [0.060, -0.785, -0.149], [2.582, 0.213, -0.084], [-0.035, 1.828, -0.038], [-1.907, -1.182, -0.596], [-2.460, 1.209, -0.653], [-1.951, 0.928, 0.996], [0.753, 0.128, 2.213], [2.565, -0.007, -1.532], [2.531, -1.191, -0.270]]
}

Energies relative to the minimum, kcal/mol: entry i 0.0; entry ii 75.1

Entry i
{
  "formula": "C3H7O3S",
  "method": "ωB97M-V/def2-TZVPD",
  "multiplicity": 1,
  "total_charge": -1,
  "e_homo_ev": -4.2532,
  "species": ["O", "C", "O", "C", "C", "S", "H", "H", "H", "H", "H", "H", "H", "O"],
  "xyz": [[1.010, -1.847, 0.569], [0.248, -1.393, 1.432], [-0.046, -1.921, 2.482], [-0.505, -0.071, 1.125], [0.547, 0.936, 0.645], [-0.118, 2.588, 0.183], [-0.950, 0.402, 1.998], [-1.231, -0.247, 0.292], [0.876, 0.500, -0.425], [1.334, 0.898, 1.353], [-1.416, 2.405, 0.113], [-0.136, -1.355, -2.812], [0.202, 0.055, -3.333], [0.187, -0.950, -3.622]]
}

Entry ii
{
  "formula": "C3H7O3S",
  "method": "ωB97M-V/def2-TZVPD",
  "multiplicity": 1,
  "total_charge": -1,
  "e_homo_ev": -4.0909,
  "species": ["O", "C", "O", "C", "C", "S", "H", "H", "H", "H", "H", "H", "H", "O"],
  "xyz": [[-0.673, -1.087, 0.998], [0.363, -0.614, 1.541], [0.525, -0.430, 2.767], [1.504, -0.159, 0.615], [0.905, 0.150, -0.793], [1.869, 1.235, -1.867], [2.243, -0.964, 0.530], [1.962, 0.783, 0.938], [-0.107, 0.550, -0.642], [0.709, -0.827, -1.252], [1.479, 2.451, -1.416], [-4.616, -0.927, 0.078], [-5.440, 0.238, -0.464], [-5.119, -0.625, -0.683]]
}

Energies relative to the minimum, kcal/mol: entry i 11.0; entry ii 0.0

Entry i
{
  "formula": "C4H12NS2",
  "method": "ωB97M-V/def2-TZVPD",
  "multiplicity": 1,
  "total_charge": 1,
  "e_homo_ev": -12.6598,
  "species": ["C", "C", "S", "S", "C", "C", "N", "H", "H", "H", "H", "H", "H", "H", "H", "H", "H", "H", "H"],
  "xyz": [[2.431, -1.613, -1.890], [2.211, -0.278, -1.206], [0.471, 0.157, -1.407], [0.030, 1.544, -0.077], [-0.459, 0.708, 1.479], [-1.929, 0.907, 1.712], [-2.714, 0.353, 0.544], [2.505, -1.495, -2.966], [1.690, -2.380, -1.647], [3.452, -1.974, -1.684], [2.827, 0.482, -1.670], [2.544, -0.316, -0.170], [-0.119, -0.329, 1.539], [0.127, 1.188, 2.269], [-2.271, 0.452, 2.631], [-2.162, 1.965, 1.779], [-3.216, 1.078, 0.034], [-2.068, -0.071, -0.132], [-3.350, -0.378, 0.861]]
}

Entry ii
{
  "formula": "C4H12NS2",
  "method": "ωB97M-V/def2-TZVPD",
  "multiplicity": 1,
  "total_charge": 1,
  "e_homo_ev": -11.3750,
  "species": ["C", "C", "N", "H", "H", "H", "H", "H", "H", "C", "S", "S", "C", "H", "H", "H", "H", "H", "H"],
  "xyz": [[-1.832, -2.211, 1.170], [-0.042, -1.033, -0.009], [-0.463, -2.028, 0.664], [-1.792, -2.826, 2.062], [-2.461, -2.675, 0.411], [-2.249, -1.235, 1.400], [-0.690, -0.264, -0.423], [1.001, -1.055, -0.295], [0.181, -2.778, 0.883], [1.119, 1.958, 1.613], [1.835, 1.557, -0.036], [0.239, 2.115, -1.198], [0.498, 1.234, -2.744], [0.464, 2.811, 1.478], [0.620, 1.093, 2.043], [2.006, 2.179, 2.199], [0.772, 0.186, -2.601], [-0.468, 1.281, -3.245], [1.260, 1.690, -3.372]]
}

Entry iii
{
  "formula": "C4H12NS2",
  "method": "ωB97M-V/def2-TZVPD",
  "multiplicity": 1,
  "total_charge": 1,
  "e_homo_ev": -12.7022,
  "species": ["C", "C", "C", "N", "H", "H", "H", "H", "H", "H", "H", "H", "C", "S", "S", "H", "H", "H", "H"],
  "xyz": [[1.122, -2.415, -0.626], [-0.073, -2.157, -1.477], [-0.476, -2.866, -2.518], [-0.932, -1.058, -0.985], [1.760, -3.141, -1.117], [1.684, -1.513, -0.369], [0.882, -2.844, 0.357], [-1.375, -2.642, -3.077], [-0.029, -3.830, -2.727], [-0.397, -0.166, -0.999], [-1.240, -1.171, -0.016], [-1.784, -0.872, -1.521], [-0.662, 0.537, 2.251], [-0.379, 2.192, 1.510], [0.804, 1.733, -0.122], [-1.716, 0.249, 2.205], [-0.453, 0.601, 3.320], [-0.037, -0.196, 1.757], [1.981, 2.002, 0.461]]
}

Energies relative to the minimum, kcal/mol: entry i 0.0; entry ii 26.3; entry iii 18.4

Entry i
{
  "formula": "C4H12NS2",
  "method": "ωB97M-V/def2-TZVPD",
  "multiplicity": 1,
  "total_charge": 1,
  "e_homo_ev": -13.9135,
  "species": ["C", "C", "C", "C", "N", "S", "S", "H", "H", "H", "H", "H", "H", "H", "H", "H", "H", "H", "H"],
  "xyz": [[0.224, 2.712, -1.271], [0.732, -2.620, 0.155], [-0.494, 1.338, -0.986], [-1.635, 0.189, 1.202], [0.821, -1.504, 1.131], [-2.544, -0.035, 2.595], [-1.800, 1.501, 0.225], [0.269, 3.367, -0.298], [1.183, 2.536, -1.820], [-0.470, 3.307, -1.996], [1.640, -3.126, -0.274], [0.133, -3.300, 0.591], [0.106, -2.088, -0.690], [0.141, 0.511, -0.451], [-0.773, 0.954, -1.923], [-0.727, -0.459, 0.954], [1.080, -1.882, 2.033], [1.682, -1.003, 0.865], [-3.133, 1.279, 2.706]]
}

Entry ii
{
  "formula": "C4H12NS2",
  "method": "ωB97M-V/def2-TZVPD",
  "multiplicity": 1,
  "total_charge": 1,
  "e_homo_ev": -13.4223,
  "species": ["C", "C", "S", "C", "C", "N", "S", "H", "H", "H", "H", "H", "H", "H", "H", "H", "H", "H", "H"],
  "xyz": [[-1.022, -2.200, 0.727], [-0.951, -0.654, 0.436], [-2.040, -0.222, -0.963], [0.614, -0.257, 0.103], [0.872, 1.269, 0.188], [-0.045, 1.926, -0.783], [2.760, 1.310, -0.243], [-0.462, -2.685, -0.060], [-0.583, -2.448, 1.648], [-2.039, -2.540, 0.682], [-1.399, -0.126, 1.261], [-1.037, -0.826, -1.859], [0.707, -0.600, -1.017], [1.400, -0.743, 0.816], [0.761, 1.707, 1.172], [0.078, 1.426, -1.688], [0.412, 2.877, -0.656], [-1.109, 1.845, -0.719], [3.083, 0.941, 0.956]]
}

Entry iii
{
  "formula": "C4H12NS2",
  "method": "ωB97M-V/def2-TZVPD",
  "multiplicity": 1,
  "total_charge": 1,
  "e_homo_ev": [-12.3286, -13.3134],
  "species": ["C", "C", "C", "C", "N", "S", "S", "H", "H", "H", "H", "H", "H", "H", "H", "H", "H", "H", "H"],
  "xyz": [[-1.980, 0.726, 0.726], [-0.953, 0.965, -1.315], [2.761, -0.893, 0.551], [0.433, 0.264, 0.504], [-0.710, 1.139, 0.142], [-0.653, -2.478, -0.533], [1.933, 0.443, -0.329], [-2.741, 1.255, 0.323], [-2.262, -0.381, 0.486], [-1.946, 1.076, 1.820], [-1.605, 1.693, -1.746], [-0.188, 1.182, -2.036], [-1.204, -0.024, -1.572], [2.935, -0.735, 1.537], [3.673, -1.153, 0.210], [2.248, -1.748, 0.326], [0.663, -0.012, 1.483], [-0.609, 2.181, 0.163], [0.206, -3.502, -0.739]]
}

Energies relative to the minimum, kcal/mol: entry i 10.8; entry ii 0.0; entry iii 72.4

Entry i
{
  "formula": "C4H12NS2",
  "method": "ωB97M-V/def2-TZVPD",
  "multiplicity": 1,
  "total_charge": 1,
  "e_homo_ev": -13.0310,
  "species": ["N", "C", "C", "C", "S", "S", "C", "H", "H", "H", "H", "H", "H", "H", "H", "H", "H", "H", "H"],
  "xyz": [[-2.371, 2.234, -0.310], [0.597, -0.492, 1.690], [0.300, 1.000, 1.688], [1.853, -1.106, 1.822], [0.787, -1.729, 0.030], [-0.371, -1.284, -1.563], [0.304, -1.695, -3.180], [-3.175, 2.279, -0.936], [-1.851, 3.073, -0.584], [-2.806, 2.593, 0.537], [-0.200, -1.107, 2.099], [-0.005, 1.210, 2.714], [1.312, 1.423, 1.658], [-0.323, 1.451, 0.921], [1.946, -1.980, 2.458], [2.782, -0.632, 1.527], [-0.123, -2.646, -3.484], [-0.045, -0.954, -3.902], [1.387, -1.638, -3.182]]
}

Entry ii
{
  "formula": "C4H12NS2",
  "method": "ωB97M-V/def2-TZVPD",
  "multiplicity": 1,
  "total_charge": 1,
  "e_homo_ev": -11.9940,
  "species": ["C", "S", "S", "C", "C", "C", "N", "H", "H", "H", "H", "H", "H", "H", "H", "H", "H", "H", "H"],
  "xyz": [[-3.156, -2.327, -0.491], [-1.298, -1.931, -0.711], [-1.636, -0.139, 0.452], [-0.295, 0.880, -0.181], [1.190, 0.562, -0.160], [2.079, 1.768, -0.464], [1.497, 0.042, 1.294], [-3.850, -1.536, -0.792], [-3.380, -3.231, -1.069], [-3.168, -2.551, 0.589], [-0.438, 1.210, -1.199], [-0.448, 1.795, 0.419], [1.410, -0.284, -0.827], [3.071, 1.511, -0.108], [2.086, 1.993, -1.523], [1.671, 2.620, 0.096], [2.480, -0.379, 1.177], [0.829, -0.730, 1.477], [1.356, 0.728, 2.022]]
}

Energies relative to the minimum, kcal/mol: entry i 68.8; entry ii 0.0

Entry i
{
  "formula": "CHN4O2",
  "method": "ωB97M-V/def2-TZVPD",
  "multiplicity": 1,
  "total_charge": -1,
  "e_homo_ev": [-3.3056, -3.3101],
  "species": ["C", "N", "N", "N", "N", "O", "O", "H"],
  "xyz": [[0.074, -0.093, 0.176], [-2.168, 0.561, -0.322], [-0.704, 0.809, -0.090], [-1.594, -1.598, -0.041], [-2.265, -0.678, -0.140], [2.775, 0.430, -0.292], [1.130, -0.623, 0.289], [2.752, 1.191, 0.420]]
}

Entry ii
{
  "formula": "CHN4O2",
  "method": "ωB97M-V/def2-TZVPD",
  "multiplicity": 1,
  "total_charge": -1,
  "e_homo_ev": [-3.9194, -3.9170],
  "species": ["C", "N", "N", "N", "N", "O", "O", "H"],
  "xyz": [[-0.181, 0.193, 0.105], [1.495, 1.508, 0.150], [0.518, -0.866, 0.076], [2.213, 0.539, 0.154], [1.959, -0.679, 0.069], [-2.612, -0.333, -0.463], [-1.239, 0.727, -0.001], [-2.154, -1.089, -0.090]]
}

Energies relative to the minimum, kcal/mol: entry i 2.6; entry ii 0.0